(1)
The following is a quantum chemistry calculation of C11H11NO as an isolated structure at a distorted geometry, from OMol25.

Largest force on an atom in eV/Å: 6.933
HOMO-LUMO gap (spin up / spin down) in hartree: 0.245 / 0.336
Calculated total energy in a.u.: -555.5162
Multiplicity: 3
Relative energy (zero: lowest compared OMol25 entry of this formula, charge and spin) in eV: 1.682

Positions of all 24 atoms, in Å:
C1 3.94 -0.72 0.12
C2 -3.52 -1.19 -0.42
C3 -3.24 0.00 0.10
C4 -2.47 -2.10 -0.63
C5 -1.96 0.52 0.16
C6 -1.17 -1.72 -0.56
C7 -0.92 -0.41 -0.17
C8 3.05 -0.90 1.13
C9 0.43 0.08 -0.12
C10 1.77 2.19 0.49
C11 0.91 1.42 -0.64
N1 4.67 -0.33 -0.69
O1 1.32 -0.66 0.40
H1 -4.51 -1.58 -0.19
H2 -4.06 0.58 0.43
H3 -2.75 -3.04 -0.89
H4 -1.55 1.48 0.60
H5 -0.26 -2.35 -0.74
H6 2.73 -1.71 1.74
H7 2.57 2.83 0.12
H8 2.30 1.37 1.06
H9 1.17 2.74 1.04
H10 1.45 1.40 -1.62
H11 0.08 2.11 -0.73

(2)
The following is a quantum chemistry calculation of one molecule with the formula C11H11NO2 at a distorted geometry, from OMol25.

Largest force on an atom in eV/Å: 7.304
HOMO-LUMO gap in hartree: 0.293
SMILES string: COc1cnc2c(OC)cccc2c1
Calculated total energy in a.u.: -630.8358
Relative energy (zero: lowest compared OMol25 entry of this formula, charge and spin) in eV: 5.847

Positions of all 25 atoms, in Å:
C1 -2.38 -2.23 2.57
O1 -2.68 -1.28 1.59
C2 -1.68 -0.92 0.64
C3 -0.26 -1.11 0.95
N1 0.72 -0.48 0.40
C4 0.40 0.30 -0.51
C5 1.60 1.03 -1.00
O2 2.94 0.91 -0.67
C6 3.49 0.06 0.53
C7 1.34 1.95 -2.03
C8 0.07 2.19 -2.60
C9 -1.07 1.51 -2.07
C10 -0.93 0.57 -1.03
C11 -2.05 -0.01 -0.36
H1 -1.68 -2.99 2.25
H2 -3.25 -2.78 2.76
H3 -2.06 -1.57 3.37
H4 -0.04 -2.11 1.57
H5 4.47 0.21 0.93
H6 3.65 -0.99 0.25
H7 2.66 0.22 1.46
H8 1.95 2.62 -2.62
H9 -0.10 2.90 -3.41
H10 -2.08 2.00 -2.27
H11 -3.02 -0.01 -0.70

(3)
The following is a quantum chemistry calculation of one molecule with the formula C11H11NOS2 at a distorted geometry, from OMol25.

Largest force on an atom in eV/Å: 3.929
HOMO-LUMO gap in hartree: 0.333
SMILES string: CN1C(=O)C2(SCCS2)c2ccccc21
Calculated total energy in a.u.: -1352.1515
Relative energy (zero: lowest compared OMol25 entry of this formula, charge and spin) in eV: 0.000

Positions of all 26 atoms, in Å:
C1 -1.53 2.70 0.13
N1 -0.79 1.47 0.03
C2 0.55 1.43 0.09
O1 1.37 2.30 0.15
C3 0.91 -0.35 0.05
S1 1.78 -0.73 -1.49
C4 3.33 -0.05 -0.84
C5 3.56 -0.57 0.57
S2 1.97 -0.82 1.44
C6 -0.48 -0.84 0.07
C7 -0.92 -2.15 0.11
C8 -2.29 -2.40 0.06
C9 -3.19 -1.35 -0.07
C10 -2.76 -0.03 -0.09
C11 -1.40 0.21 0.01
H1 -2.22 2.65 0.98
H2 -0.82 3.51 0.29
H3 -2.10 2.89 -0.78
H4 3.24 1.04 -0.86
H5 4.12 -0.37 -1.52
H6 4.07 -1.53 0.56
H7 4.14 0.15 1.16
H8 -0.20 -2.95 0.17
H9 -2.65 -3.41 0.12
H10 -4.24 -1.57 -0.16
H11 -3.47 0.78 -0.20

(4)
The following is a quantum chemistry calculation of C11H11NOS5Sc as an isolated structure, from OMol25.

Largest force on an atom in eV/Å: 0.658
HOMO-LUMO gap in hartree: 0.252
Calculated total energy in a.u.: -3307.3245
Charge: +1
Relative energy (zero: lowest compared OMol25 entry of this formula, charge and spin) in eV: 0.069

Positions of all 30 atoms, in Å:
Sc1 -0.89 0.17 1.04
O1 1.22 -0.04 1.07
C1 1.90 -0.60 -0.10
C2 1.98 0.42 -1.22
C3 0.64 1.10 -1.55
C4 -0.44 0.17 -2.03
C5 -0.62 -0.12 -3.37
C6 -1.63 -0.99 -3.75
C7 -2.45 -1.56 -2.78
C8 -2.23 -1.22 -1.46
N1 -1.25 -0.38 -1.09
H1 1.78 0.52 1.62
H2 1.29 -1.46 -0.37
H3 2.87 -0.98 0.20
H4 2.37 -0.10 -2.10
H5 2.71 1.19 -0.98
H6 0.82 1.86 -2.31
H7 0.29 1.68 -0.69
H8 0.02 0.34 -4.10
H9 -1.78 -1.23 -4.79
H10 -3.24 -2.24 -3.04
H11 -2.84 -1.63 -0.67
S1 2.14 0.75 6.48
C9 1.05 0.69 5.29
S2 0.63 2.06 4.28
C10 -0.59 1.27 3.29
C11 -0.81 -0.05 3.56
S3 -1.84 -1.17 2.70
S4 0.14 -0.74 4.85
S5 -1.26 2.26 2.01

(5)
The following is a quantum chemistry calculation of one molecule with the formula C11H11OP at a distorted geometry, from OMol25.

Largest force on an atom in eV/Å: 10.387
HOMO-LUMO gap (spin up / spin down) in hartree: 0.222 / 0.256
Calculated total energy in a.u.: -842.1589
Multiplicity: 3

Positions of all 24 atoms, in Å:
C1 3.65 0.46 0.11
C2 2.61 1.27 -0.43
C3 3.35 -0.77 0.61
C4 1.42 0.69 -0.73
C5 2.06 -1.35 0.41
C6 1.15 -0.63 -0.32
C7 -3.65 0.36 -0.09
C8 -2.68 1.49 -0.22
C9 -3.11 -0.73 0.45
C10 -1.57 1.11 0.33
C11 -1.65 -0.36 0.71
O1 -0.62 -2.68 -0.42
P1 -0.54 -1.17 -0.51
H1 4.65 0.83 0.15
H2 2.81 2.25 -0.68
H3 4.16 -1.20 1.08
H4 0.49 1.15 -1.06
H5 1.64 -2.23 0.95
H6 -4.63 0.54 -0.57
H7 -2.92 2.41 -0.78
H8 -3.37 -1.74 0.43
H9 -0.64 1.72 0.49
H10 -1.40 -0.74 1.71
H11 -1.19 -0.68 -1.63

(6)
The following is a quantum chemistry calculation of a 2-piece molecular cluster, C11H12Cl2FNO5 overall at a distorted geometry, from OMol25.

Largest force on an atom in eV/Å: 1.627
HOMO-LUMO gap in hartree: 0.365
SMILES string: COC(=O)C(F)(OC)C(=O)OC.Clc1cccc(Cl)n1
Calculated total energy in a.u.: -1877.5339
Relative energy (zero: lowest compared OMol25 entry of this formula, charge and spin) in eV: 0.000

Positions of all 32 atoms, in Å:
C1 4.04 -0.77 1.60
O1 2.84 -0.30 2.26
C2 1.95 -1.13 2.81
O2 2.15 -2.02 3.62
C3 0.51 -0.74 2.42
F1 0.54 0.01 1.26
O3 0.03 -0.07 3.49
C4 -0.86 1.06 3.35
C5 -0.24 -2.05 2.06
O4 0.28 -2.82 1.27
O5 -1.45 -2.16 2.60
C6 -2.38 -3.13 2.06
H1 4.79 0.01 1.78
H2 4.40 -1.75 1.94
H3 3.83 -0.80 0.52
H4 -0.55 1.78 4.11
H5 -0.80 1.51 2.35
H6 -1.89 0.72 3.54
H7 -3.29 -3.02 2.65
H8 -2.58 -2.92 1.01
H9 -2.00 -4.15 2.16
Cl1 -2.92 0.28 -2.91
C7 -1.76 1.22 -3.76
C8 -2.15 2.30 -4.59
C9 -1.14 3.03 -5.24
C10 0.19 2.72 -4.94
C11 0.46 1.62 -4.10
Cl2 2.06 1.18 -3.70
N1 -0.50 0.85 -3.57
H10 -3.21 2.50 -4.69
H11 -1.39 3.78 -6.00
H12 1.04 3.26 -5.34

(7)
The following is a quantum chemistry calculation of one molecule with the formula C11H12ClF5Si at a distorted geometry, from OMol25.

Largest force on an atom in eV/Å: 4.236
HOMO-LUMO gap in hartree: 0.354
SMILES string: CC(C)(C)[Si@](C)(Cl)c1c(F)c(F)c(F)c(F)c1F
Calculated total energy in a.u.: -1675.3645
Relative energy (zero: lowest compared OMol25 entry of this formula, charge and spin) in eV: 0.000

Positions of all 30 atoms, in Å:
C1 3.09 0.65 -0.17
C2 1.87 -0.25 0.09
C3 1.54 -0.38 1.58
C4 2.00 -1.65 -0.56
Si1 0.36 0.69 -0.65
C5 0.06 0.54 -2.55
Cl1 0.79 2.74 -0.52
C6 -1.30 0.37 -0.03
C7 -1.62 0.98 1.23
F1 -0.73 1.72 1.86
C8 -2.87 0.83 1.74
F2 -3.23 1.77 2.60
C9 -3.79 -0.09 1.25
F3 -5.03 -0.13 1.77
C10 -3.42 -0.84 0.15
F4 -4.20 -1.90 -0.18
C11 -2.16 -0.72 -0.44
F5 -1.73 -1.44 -1.49
H1 3.25 0.81 -1.21
H2 4.08 0.31 0.27
H3 2.86 1.64 0.24
H4 1.21 -1.35 1.92
H5 2.37 -0.03 2.24
H6 0.77 0.41 1.88
H7 2.34 -1.53 -1.60
H8 1.07 -2.23 -0.55
H9 2.78 -2.21 -0.11
H10 0.79 0.79 -3.37
H11 -0.24 -0.55 -2.73
H12 -0.91 1.05 -2.64

(8)
The following is a quantum chemistry calculation of C11H12ClGaI2O2P as an isolated structure, from OMol25.

Largest force on an atom in eV/Å: 0.522
HOMO-LUMO gap in hartree: 0.249
Calculated total energy in a.u.: -3898.6550
Charge: -1

Positions of all 30 atoms, in Å:
C1 -1.17 1.04 3.56
C2 -2.57 1.36 3.07
I1 -3.96 1.63 4.66
C3 -2.87 1.46 1.78
I2 -4.81 1.94 1.12
Ga1 -1.47 1.16 0.30
C4 -0.85 -0.79 0.40
C5 0.61 -0.95 0.29
O1 1.36 -0.71 1.22
C6 1.23 -1.43 -1.01
C7 2.57 -1.78 -1.00
C8 3.20 -2.20 -2.17
C9 2.49 -2.26 -3.36
C10 1.15 -1.91 -3.38
C11 0.52 -1.50 -2.21
P1 0.19 2.82 0.73
O2 -0.45 4.06 -0.18
Cl1 1.78 2.28 -0.52
H1 -0.49 1.87 3.39
H2 -1.18 0.83 4.63
H3 -0.79 0.15 3.06
H4 -2.17 1.46 -1.10
H5 -1.38 -1.29 -0.41
H6 -1.17 -1.24 1.33
H7 3.13 -1.72 -0.08
H8 4.26 -2.46 -2.14
H9 2.99 -2.58 -4.27
H10 0.59 -1.96 -4.31
H11 -0.52 -1.23 -2.25
H12 -0.22 3.97 -1.11

(9)
The following is a quantum chemistry calculation of C11H12ClN2O3W as an isolated structure at a distorted geometry, from OMol25.

Largest force on an atom in eV/Å: 2.114
HOMO-LUMO gap (spin up / spin down) in hartree: 0.194 / 0.194
Calculated total energy in a.u.: -1287.5988
Charge: +3
Relative energy (zero: lowest compared OMol25 entry of this formula, charge and spin) in eV: 4.261

Positions of all 30 atoms, in Å:
W1 0.11 -2.91 -0.30
N1 -2.30 -3.06 -0.13
C1 -2.28 -3.32 1.35
C2 -0.87 -2.88 1.58
O1 -0.57 -1.68 1.08
N2 0.10 -3.79 1.71
C3 1.43 -3.50 2.28
C4 1.93 -2.15 1.81
O2 2.26 -1.16 2.25
O3 1.65 -2.34 0.16
H1 -2.77 -2.17 -0.31
H2 -2.83 -3.79 -0.60
H3 -2.41 -4.39 1.53
H4 -3.01 -2.77 1.94
H5 2.11 -4.28 1.95
H6 1.38 -3.51 3.37
Cl1 0.13 6.84 -0.89
C5 0.30 5.20 -1.13
C6 0.54 4.72 -2.45
C7 0.68 3.38 -2.63
C8 0.52 2.45 -1.53
C9 0.54 1.13 -1.78
C10 0.30 3.00 -0.20
C11 0.20 4.33 -0.01
H7 0.62 5.42 -3.26
H8 0.89 2.99 -3.62
H9 0.38 0.37 -1.00
H10 0.72 0.77 -2.78
H11 0.24 2.32 0.64
H12 0.04 4.76 0.97

(10)
The following is a quantum chemistry calculation of one molecule with the formula C11H12F8O3 at a distorted geometry, from OMol25.

Largest force on an atom in eV/Å: 5.169
HOMO-LUMO gap in hartree: 0.409
SMILES string: O=C1CC[C@H](CCOCC(F)(F)C(F)(F)C(F)(F)C(F)F)O1
Calculated total energy in a.u.: -1450.9723

Positions of all 34 atoms, in Å:
O1 -3.01 -1.81 1.46
C1 -2.66 -0.76 1.15
C2 -3.53 0.37 0.49
C3 -2.44 1.46 0.23
C4 -1.59 1.14 1.49
C5 -0.36 2.07 1.64
C6 0.97 1.34 1.32
O2 1.19 1.50 -0.07
C7 2.28 0.74 -0.55
C8 1.92 0.16 -1.93
F1 1.35 1.18 -2.62
F2 3.03 -0.13 -2.60
C9 0.88 -0.99 -1.98
F3 0.59 -1.16 -3.29
F4 -0.26 -0.64 -1.41
C10 1.36 -2.38 -1.48
F5 2.43 -2.79 -2.13
F6 0.38 -3.24 -1.80
C11 1.54 -2.49 0.08
F7 2.84 -2.70 0.34
F8 0.82 -3.49 0.57
O3 -1.38 -0.26 1.32
H1 -4.34 0.76 1.12
H2 -3.93 -0.10 -0.41
H3 -2.76 2.51 0.26
H4 -2.01 1.13 -0.72
H5 -2.19 1.19 2.42
H6 -0.34 2.52 2.63
H7 -0.45 2.84 0.86
H8 1.74 1.88 1.91
H9 0.96 0.30 1.66
H10 3.11 1.44 -0.73
H11 2.66 0.00 0.17
H12 1.20 -1.57 0.59

(11)
The following is a quantum chemistry calculation of an isolated ion of composition C11H12FN2O and charge +1 at a distorted geometry, from OMol25.

Largest force on an atom in eV/Å: 5.112
HOMO-LUMO gap in hartree: 0.287
Calculated total energy in a.u.: -710.4764
Charge: +1
Relative energy (zero: lowest compared OMol25 entry of this formula, charge and spin) in eV: 3.103

Positions of all 27 atoms, in Å:
C1 -1.10 -2.30 0.18
C2 -0.34 -3.35 -0.20
C3 0.75 -2.30 0.02
C4 -1.47 -0.87 0.39
C5 0.82 -0.89 0.30
C6 -2.72 0.99 -0.51
C7 3.31 -0.64 -0.23
C8 2.29 1.13 0.57
C9 3.70 0.86 -0.02
C10 -4.08 1.44 -1.00
C11 -2.76 -0.21 0.58
N1 2.06 -0.33 0.44
N2 -0.29 -0.20 0.61
O1 -1.69 1.55 -0.70
F1 4.10 1.48 -1.15
H1 1.63 -2.69 -0.35
H2 3.27 -0.71 -1.35
H3 3.83 -1.56 0.16
H4 2.05 1.33 1.66
H5 1.77 1.77 -0.03
H6 4.54 0.89 0.73
H7 -4.45 1.73 -0.01
H8 -4.65 0.54 -1.31
H9 -4.00 2.19 -1.75
H10 -2.72 0.30 1.53
H11 -3.54 -0.95 0.61
H12 -0.31 0.79 0.81

(12)
The following is a quantum chemistry calculation of an isolated ion of composition C11H12IN2S and charge +1 at a distorted geometry, from OMol25.

Largest force on an atom in eV/Å: 4.369
HOMO-LUMO gap in hartree: 0.242
Calculated total energy in a.u.: -1231.3444
Charge: +1
Relative energy (zero: lowest compared OMol25 entry of this formula, charge and spin) in eV: 5.550

Positions of all 27 atoms, in Å:
C1 -0.46 0.25 -3.38
C2 0.03 1.53 -3.07
C3 -0.46 -0.72 -2.38
C4 0.73 1.74 -1.90
C5 0.02 -0.39 -1.08
C6 0.66 0.83 -0.83
C7 -0.94 -1.42 0.91
C8 -0.56 0.76 2.19
C9 0.76 1.21 1.52
C10 -0.21 -0.06 3.48
C11 0.98 -2.52 -0.21
N1 0.00 -1.48 -0.02
N2 1.14 1.22 0.36
S1 -1.97 -0.17 1.33
I1 -2.87 1.76 -0.19
H1 -1.07 0.00 -4.20
H2 -0.06 2.26 -3.84
H3 -0.99 -1.72 -2.50
H4 1.32 2.69 -1.78
H5 -1.06 1.63 2.55
H6 1.45 1.56 2.39
H7 0.71 -0.72 3.23
H8 -1.14 -0.58 3.86
H9 0.10 0.56 4.36
H10 1.28 -2.60 -1.30
H11 1.81 -2.11 0.45
H12 0.79 -3.52 0.03